Entry 1:
26
Properties=species:S:1:pos:R:3 method="wB97M-V/def2-TZVPD" orbital_gap_ev="9.4 / 5.4" homo_ha="-0.5116 / -0.5116" e_tot_ev=-10619.0154 s2=0.769 total_charge=+1 multiplicity=2 e_above_lowest_ev=1.8578 max_force_ha_per_bohr=0.09511
C 0.607 2.031 -2.836
H 0.877 0.400 3.047
H 0.868 0.706 1.297
C -0.319 -0.157 -2.109
H 2.733 -1.000 2.136
H 1.461 -3.194 2.696
H 0.576 3.153 -2.881
H -0.891 -2.031 -1.173
H 1.561 -1.305 0.730
H -0.248 -0.213 2.037
H -2.457 -1.036 0.498
H -0.103 -2.411 2.102
C -2.011 -0.392 -0.313
H 0.855 -1.824 3.593
H -1.556 2.856 -1.471
C 0.723 0.036 2.133
H 1.663 1.884 -2.632
C -0.411 1.234 -2.112
C -1.377 1.766 -1.309
C -2.103 1.037 -0.370
C 0.864 -2.248 2.601
H 0.280 -0.758 -2.760
H -2.709 1.687 0.386
C -1.093 -0.925 -1.207
H 0.586 1.851 -3.951
C 1.624 -1.146 1.869

=====

Entry 2:
26
Properties=species:S:1:pos:R:3 method="wB97M-V/def2-TZVPD" orbital_gap_ev="9.7 / 5.8" homo_ha="-0.5159 / -0.5159" e_tot_ev=-10620.2561 s2=0.767 total_charge=+1 multiplicity=2 e_above_lowest_ev=0.6172 max_force_ha_per_bohr=0.05412
H 2.443 0.149 2.128
C -0.052 -0.606 -1.887
H -0.931 -0.610 -1.225
H 0.580 -2.599 -1.385
H -2.566 2.073 0.030
H -0.955 -1.783 -3.415
H 1.910 -1.533 -1.886
H 1.420 -1.391 -0.321
C -2.032 0.719 1.740
H -3.062 0.413 1.909
C -0.546 2.253 0.539
H -0.321 2.995 -0.225
H 1.460 -0.185 3.628
H 1.534 2.036 0.891
C -0.931 0.071 2.263
H 0.256 0.450 -1.914
H 0.764 -1.351 -3.790
C -0.170 -0.997 -3.371
C 0.969 -1.586 -1.315
H -0.628 -0.263 -4.043
H 1.371 -1.270 2.232
C -1.821 1.738 0.756
C 0.543 1.642 1.101
C 1.521 -0.247 2.534
C 0.360 0.504 1.933
H -1.114 -0.619 3.092

=====

Entry 3:
34
Properties=species:S:1:pos:R:3 method="wB97M-V/def2-TZVPD" orbital_gap_ev=6.1 homo_ha=-0.4247 e_tot_ev=-24508.3538 smiles="COB(O)[n+]1ccc(C(=O)OC[C@H](O)CN)cc1" total_charge=+1 multiplicity=1 e_above_lowest_ev=6.6669 max_force_ha_per_bohr=0.16593
H 1.323 -2.209 -2.387
H -5.825 1.770 2.018
H -4.559 1.042 -2.123
B 5.096 -0.032 0.169
H 4.008 -1.508 -1.927
C 3.169 -1.189 -1.156
H 4.988 2.957 -0.197
O 5.936 -0.677 1.210
C 1.572 -1.610 -1.411
H -5.815 -0.506 1.310
H -5.145 -0.915 -1.360
H 6.176 2.006 0.940
N 3.588 -0.372 0.084
C -5.650 0.348 0.519
O -1.293 -2.613 -1.353
O 5.637 0.928 -0.837
C 2.602 0.059 1.162
H 0.239 0.067 1.862
C -3.426 -1.217 0.190
C 0.470 -1.132 -0.273
H 2.938 0.694 2.097
H -3.710 -1.190 1.339
H -6.666 0.534 -0.050
C -1.122 -1.529 -0.598
C 0.982 -0.293 1.034
O -3.899 0.818 -1.378
H -3.588 -2.309 -0.183
H -5.571 2.424 0.499
C -4.557 -0.249 -0.573
N -5.233 1.658 1.154
O -2.130 -0.610 -0.083
C 5.902 2.218 -0.178
H 6.798 2.724 -0.777
H 6.766 -0.087 1.258

=====

Repeat the first record exactly.
26
Properties=species:S:1:pos:R:3 method="wB97M-V/def2-TZVPD" orbital_gap_ev="9.4 / 5.4" homo_ha="-0.5116 / -0.5116" e_tot_ev=-10619.0154 s2=0.769 total_charge=+1 multiplicity=2 e_above_lowest_ev=1.8578 max_force_ha_per_bohr=0.09511
C 0.607 2.031 -2.836
H 0.877 0.400 3.047
H 0.868 0.706 1.297
C -0.319 -0.157 -2.109
H 2.733 -1.000 2.136
H 1.461 -3.194 2.696
H 0.576 3.153 -2.881
H -0.891 -2.031 -1.173
H 1.561 -1.305 0.730
H -0.248 -0.213 2.037
H -2.457 -1.036 0.498
H -0.103 -2.411 2.102
C -2.011 -0.392 -0.313
H 0.855 -1.824 3.593
H -1.556 2.856 -1.471
C 0.723 0.036 2.133
H 1.663 1.884 -2.632
C -0.411 1.234 -2.112
C -1.377 1.766 -1.309
C -2.103 1.037 -0.370
C 0.864 -2.248 2.601
H 0.280 -0.758 -2.760
H -2.709 1.687 0.386
C -1.093 -0.925 -1.207
H 0.586 1.851 -3.951
C 1.624 -1.146 1.869